## A
Molecular formula: C5H14N2
Method: DFT, ωB97M-V with the def2-TZVPD basis set

HOMO level = -8.7267 eV
LUMO level = -1.0 eV
Kohn-Sham gap = 7.8 eV

Last column: Mulliken charge in e.
Geometry (Å):
1 C -0.992 -2.237 -0.055  -1.462
2 C 0.049 -1.230 0.358  0.477
3 C -0.446 0.180 0.585  -0.388
4 C -0.880 0.961 -0.693  -0.779
5 C 0.249 1.735 -1.368  -0.460
6 N 1.334 2.320 -0.581  -0.473
7 N 0.760 -1.746 1.563  -0.700
8 H -0.658 -3.271 -0.129  0.411
9 H -1.812 -2.174 0.687  0.324
10 H -1.435 -1.958 -0.999  0.344
11 H 0.808 -1.171 -0.448  0.062
12 H -1.213 0.325 1.377  0.195
13 H 0.441 0.758 0.870  0.350
14 H -1.642 1.683 -0.442  0.364
15 H -1.437 0.222 -1.291  0.274
16 H 0.807 1.087 -2.052  0.334
17 H -0.219 2.500 -2.082  0.300
18 H 0.231 2.682 0.727  0.375
19 H 0.844 2.882 0.232  0.001
20 H 0.862 -2.749 1.542  0.214
21 H 1.648 -1.269 1.666  0.237



## B
Molecular formula: C5H14N2
Method: DFT, ωB97M-V with the def2-TZVPD basis set

HOMO level = -8.5092 eV
SMILES string = CNCCCCN
LUMO level = 1.1 eV
Kohn-Sham gap = 9.6 eV

Last column: Mulliken charge in e.
Geometry (Å):
1 C -1.280 -1.583 -1.224  -0.375
2 C -1.266 -0.371 -0.223  -0.928
3 C -0.087 0.525 -0.243  -0.248
4 C 1.125 -0.181 0.505  -0.836
5 N 2.242 0.636 0.663  -0.341
6 C 2.143 2.057 1.385  -0.767
7 N -2.544 -2.443 -1.051  -0.688
8 H -0.344 -2.051 -1.251  0.351
9 H -1.348 -0.905 -2.126  0.213
10 H -1.567 -0.702 0.836  0.392
11 H -2.269 0.142 -0.434  0.405
12 H -0.191 1.524 0.389  0.138
13 H 0.135 1.050 -1.250  0.297
14 H 1.337 -1.128 0.103  0.466
15 H 0.784 -0.237 1.600  0.211
16 H 2.699 0.630 -0.278  0.258
17 H 3.066 2.637 1.000  0.282
18 H 2.166 1.764 2.429  0.274
19 H 1.245 2.704 1.314  0.310
20 H -3.027 -1.883 -0.286  0.283
21 H -3.020 -2.185 -1.859  0.303



What is the least stable structure shown above? It is A.